ORCA calculation (ωB97M-V/def2-TZVPD) on an isolated molecule of C5H10N3P at a distorted geometry.

```
! wB97M-V def2-TZVPD RIJCOSX def2/J DEFGRID3
* xyz 0 1
C -1.1589 -2.2268 -0.0630
C -1.4564 -0.1569 0.4556
C 2.4170 -0.6828 -0.3135
C 1.2440 1.6229 0.0303
C 1.1647 0.1048 -0.0531
N -1.9434 -1.4437 0.5825
N -0.0360 -1.7214 -0.6966
N -0.0110 -0.4738 -0.2667
P -3.1676 0.9065 -0.2695
H -1.5242 -3.1959 -0.2341
H -1.2721 0.3775 1.4402
H 2.4341 -0.9746 -1.3684
H 3.1481 -0.0167 0.1657
H 2.5271 -1.6271 0.3620
H 2.2122 1.9541 -0.2981
H 1.0109 1.8204 1.0814
H 0.5566 2.1205 -0.5866
H -2.5659 1.9424 -0.8520
H -3.5792 1.6707 0.8837
*
```

Output
- energy above the lowest of the compared OMol25 structures with the same formula, charge and spin (kcal/mol) = 71.5
- orbital gap (alpha / beta) (eV) = 7.67 / 7.67
- E_HOMO (alpha / beta) (eV) = -7.44 / -7.44
- max |F| (Eh/bohr) = 0.0520